[1]
DFT (the ωB97M-V functional and the def2-TZVPD basis) results for C9H24O3Rb as an isolated structure at a distorted geometry.

Properties
E_HOMO: -0.488 Ha
total energy: -16514.447 eV
molar mass: 265.756 g mol⁻¹
charge: +1
lowest unoccupied orbital energy: -3.5 eV
HOMO-LUMO gap: 9.777 eV
maximum force: 2.94 eV/A

Positions of all 37 atoms, in Å:
Rb (-18.27400, 16.54383, 3.68742)
C (-19.66591, 13.34897, 5.85107)
C (-19.91544, 14.37164, 6.93369)
C (-19.19683, 14.22422, 8.23995)
O (-19.43475, 15.51159, 6.26942)
H (-20.18394, 12.44445, 6.16981)
H (-18.61143, 13.07388, 5.82907)
H (-19.94771, 13.70193, 4.85905)
H (-20.98581, 14.49993, 7.09479)
H (-18.15240, 14.41903, 7.99633)
H (-19.29204, 13.20951, 8.62646)
H (-19.46382, 14.90685, 9.04670)
H (-18.47928, 15.43119, 6.31635)
C (-15.17918, 16.28962, 0.51371)
C (-15.85387, 17.67383, 0.43841)
C (-16.95249, 17.79842, -0.63872)
O (-16.49605, 17.87189, 1.68044)
H (-14.87404, 15.96679, -0.48166)
H (-15.94436, 15.59124, 0.85265)
H (-14.39668, 16.18345, 1.26506)
H (-15.16700, 18.49183, 0.22123)
H (-16.40272, 17.71111, -1.57587)
H (-17.50745, 18.73465, -0.69869)
H (-17.60546, 16.92572, -0.62722)
H (-15.75459, 17.91356, 2.28881)
C (-13.06869, 17.27011, 5.21245)
C (-14.23725, 18.05029, 4.59377)
C (-13.81252, 18.99250, 3.52495)
O (-15.11094, 17.10625, 3.97502)
H (-13.35419, 16.67088, 6.07704)
H (-12.29574, 17.94600, 5.57825)
H (-12.68904, 16.61921, 4.42486)
H (-14.61783, 18.60704, 5.45009)
H (-13.08614, 19.73258, 3.86074)
H (-14.72520, 19.47314, 3.17271)
H (-13.35405, 18.41211, 2.72429)
H (-15.52783, 16.69528, 4.73587)

Force components x, y, z for each atom (eV/Å):
Rb -0.1 0.2 -0.4
C -0.1 -1.9 1.4
C -0.6 0.0 -0.9
C 0.5 -0.7 0.2
O 0.3 2.9 -0.4
H -0.1 -0.4 -0.7
H 0.3 0.1 0.0
H -0.4 -0.1 0.3
H 0.0 0.2 -0.1
H 0.4 -0.3 0.3
H 0.1 0.0 0.0
H -0.3 0.2 -0.4
H 0.2 0.1 0.3
C -0.8 0.2 -0.6
C -1.1 -0.2 -0.8
C 1.3 -1.0 -0.5
O -0.1 0.5 0.8
H 0.4 -0.1 0.2
H -0.2 -0.1 -0.2
H 0.3 0.4 -0.3
H 0.4 0.0 0.3
H -0.2 0.1 -0.3
H 0.1 -0.1 0.5
H -0.3 0.1 0.2
H -0.2 -0.1 0.7
C 0.0 0.1 -0.5
C 2.2 -0.2 1.3
C 0.0 0.1 -0.4
O -1.0 0.2 0.8
H -0.3 -0.1 -0.1
H 0.1 0.0 -0.2
H 0.4 -0.1 0.2
H -1.1 0.0 -0.2
H -0.2 0.0 0.1
H 0.2 0.4 -0.3
H 0.0 0.1 -0.2
H 0.0 -0.6 0.0

Mulliken population analysis, charges in e, atoms 1 to 4: number 1, Rb, carries 0.944; number 2, C, carries -1.087; number 3, C, carries 0.243; number 4, C, carries -1.091

[2]
DFT (the ωB97M-V functional and the def2-TZVPD basis) results for an isolated ion of composition O2 and charge +1 at a distorted geometry.

Properties
E_HOMO (alpha / beta): -0.811 / -1.107 Ha
total energy: -4078.900 eV
molar mass: 31.998 g mol⁻¹
charge: +1
lowest unoccupied orbital energy (alpha / beta): -12.8 / -12.2 eV
⟨S²⟩: 0.752
HOMO-LUMO gap (alpha / beta): 9.310 / 17.964 eV
relative energy (zero: lowest compared OMol25 entry of this formula, charge and spin): 0.000 eV
2S+1: 2
maximum force: 7.09 eV/A

Positions of all 2 atoms, in Å:
O (0.00000, 0.00000, 0.52812)
O (0.00000, 0.00000, -0.52812)

Force components x, y, z for each atom (eV/Å):
O 0.0 0.0 7.1
O 0.0 0.0 -7.1

Okay, here come the Mulliken numbers, in e, for every atom: number 1, O, carries 0.500; number 2, O, carries 0.500

[3]
DFT (the ωB97M-V functional and the def2-TZVPD basis) results for C18H33Be2Cl3FKNO14P2S as an isolated structure at a distorted geometry.

Properties
E_HOMO: -0.151 Ha
total energy: -136172.281 eV
molar mass: 763.949 g mol⁻¹
charge: -1
lowest unoccupied orbital energy: -1.5 eV
HOMO-LUMO gap: 2.610 eV
maximum force: 3.60 eV/A

Positions of all 76 atoms, in Å:
C (2.57521, 2.24762, -1.73384)
C (1.32433, 2.90340, -2.37325)
C (0.27570, 3.47879, -1.35113)
Cl (-1.31845, 3.49848, -2.27985)
C (0.20334, 2.58273, -0.07911)
C (0.92760, 2.81731, 1.05100)
P (2.08051, 4.17213, 1.42661)
O (3.39703, 3.64931, 2.21748)
O (2.51637, 5.02548, 0.09620)
S (1.12191, 5.38831, 2.58412)
C (0.59915, 1.70490, 2.01299)
O (1.01380, 1.57424, 3.07892)
O (-0.30289, 0.83293, 1.43361)
C (-0.62243, 1.34449, 0.22074)
O (-1.50573, 0.76708, -0.39256)
H (2.94343, 2.73917, -0.82599)
H (3.41579, 2.30010, -2.48422)
H (2.32864, 1.19979, -1.50150)
H (0.78155, 2.13601, -2.95045)
H (1.60239, 3.74109, -3.04059)
H (0.45246, 4.53560, -1.11438)
H (3.65474, 4.42975, 2.74660)
H (3.42161, 4.80741, -0.19743)
Be (4.38608, 3.61252, -2.90213)
F (5.88202, 5.43813, -3.81383)
C (1.88381, 3.96879, 6.92325)
O (1.57733, 4.68982, 5.99182)
N (1.40145, 2.73203, 7.14263)
C (1.81958, 1.93220, 8.27493)
C (0.43003, 2.17971, 6.21873)
H (2.61337, 4.28545, 7.68949)
H (2.27264, 1.00370, 7.91634)
H (0.94672, 1.69672, 8.88817)
H (2.54712, 2.47226, 8.87981)
H (0.87429, 2.14188, 5.21750)
H (-0.46287, 2.82727, 6.19353)
H (0.13548, 1.17128, 6.53752)
C (-0.86218, -4.11114, -2.09740)
C (0.37711, -4.26405, -1.22918)
O (0.83872, -3.04414, -0.68279)
C (-0.05640, -2.36993, 0.18325)
C (-0.41881, -3.16465, 1.42505)
H (-0.70691, -3.34033, -2.85588)
H (-1.09801, -5.05360, -2.59383)
H (-1.73316, -3.81911, -1.50466)
H (1.19323, -4.64751, -1.84253)
H (0.21019, -4.99998, -0.43547)
H (-0.95718, -2.06407, -0.36490)
H (0.44864, -1.45403, 0.48999)
H (-1.01573, -4.04557, 1.17801)
H (-1.00080, -2.55039, 2.11366)
H (0.48108, -3.51090, 1.93452)
Cl (5.91338, 7.09648, -5.17492)
Cl (-1.91586, 2.31500, 7.36460)
Be (0.18371, 0.13894, 5.24394)
O (5.76299, 1.30570, -2.09803)
P (6.45494, -0.04158, -1.92854)
O (7.40955, -0.27917, -3.09359)
O (5.44673, -1.18295, -1.91630)
O (7.20736, -0.06273, -0.60239)
C (-5.20782, -2.29468, -3.47906)
C (-5.06117, -3.65253, -2.82082)
O (-6.07468, -4.55748, -3.26907)
C (-5.88122, -5.07561, -4.48529)
O (-4.94620, -4.85529, -5.20908)
O (-6.91855, -5.86625, -4.76547)
C (-6.88975, -6.41878, -6.08273)
H (-6.21544, -1.90238, -3.33100)
H (-4.48647, -1.58812, -3.06436)
H (-5.04510, -2.35799, -4.55527)
H (-5.19452, -3.55343, -1.74399)
H (-4.06972, -4.07636, -2.98672)
H (-5.94756, -6.92825, -6.27704)
H (-7.05787, -5.63352, -6.81955)
H (-7.69880, -7.14189, -6.15051)
K (-2.51495, 0.98457, -2.28121)

Force components x, y, z for each atom (eV/Å):
C -0.7 0.1 -0.3
C -0.2 0.4 0.6
C 0.2 -1.6 0.0
Cl 0.5 0.8 0.5
C -0.1 0.7 0.1
C 0.2 -0.8 -1.3
P -0.7 2.7 2.3
O -0.7 -0.2 -1.8
O 0.4 -1.8 0.4
S -0.2 -0.6 -0.5
C 0.0 1.4 -1.8
O 1.3 -0.7 2.6
O 0.2 0.9 -0.7
C -0.6 -0.3 0.1
O 1.9 0.7 1.6
H -0.1 -0.2 -0.3
H -0.8 -1.2 0.6
H 0.7 0.2 -0.1
H 0.4 0.3 0.0
H -0.1 -0.4 0.1
H 0.0 -0.5 0.2
H 0.0 -0.3 0.2
H -0.2 0.2 -0.1
Be 2.2 1.2 -0.6
F -1.2 0.4 -0.7
C -0.1 -0.1 0.1
O 0.1 0.0 -0.2
N 0.4 -0.1 0.2
C -0.2 -0.1 -0.1
C 1.4 1.3 -1.1
H 0.0 0.0 0.1
H 0.0 0.0 0.1
H 0.0 -0.1 0.0
H 0.0 0.1 -0.1
H 0.3 0.0 -0.1
H 0.6 -0.6 -0.3
H -0.2 0.6 0.9
C -0.2 0.1 0.1
C 0.0 0.0 0.0
O 0.1 0.1 -0.2
C 0.0 -0.1 0.2
C -0.1 -0.2 -0.1
H 0.1 -0.1 0.0
H 0.0 0.0 0.0
H 0.0 -0.1 0.0
H 0.1 0.1 0.1
H -0.1 0.0 0.0
H -0.1 0.0 0.0
H 0.1 -0.1 -0.1
H 0.0 0.0 0.0
H 0.1 0.0 0.0
H 0.0 0.1 0.0
Cl 0.1 -1.4 1.2
Cl -2.2 -0.1 1.3
Be -0.2 -0.9 -0.6
O -0.4 0.7 -0.2
P 0.0 1.0 -0.1
O -0.3 -0.3 -0.1
O 0.4 -0.3 0.1
O -0.4 -0.3 0.1
C -0.2 0.0 -0.4
C 0.3 0.3 0.2
O 0.0 -0.1 0.0
C -0.2 0.0 0.0
O 0.0 0.0 0.0
O 0.1 0.0 0.1
C -0.1 -0.2 -0.3
H 0.1 0.0 0.2
H 0.0 0.0 0.1
H 0.1 0.0 0.0
H -0.2 -0.2 0.0
H -0.1 0.0 -0.2
H 0.0 0.1 0.0
H 0.1 0.0 0.0
H 0.0 0.1 0.2
K -1.7 -0.6 -2.4

Mulliken population analysis, charges in e, atoms 1 to 4: number 1, C, carries -0.807; number 2, C, carries -0.335; number 3, C, carries 0.136; number 4, Cl, carries -0.266

[4]
DFT (the ωB97M-V functional and the def2-TZVPD basis) results for C4H10ClN3 as an isolated structure at a distorted geometry.

Properties
E_HOMO: -0.317 Ha
total energy: -21297.746 eV
molar mass: 135.598 g mol⁻¹
charge: 0
lowest unoccupied orbital energy: 0.2 eV
HOMO-LUMO gap: 8.855 eV
relative energy (zero: lowest compared OMol25 entry of this formula, charge and spin): 4.996 eV
maximum force: 5.85 eV/A

Positions of all 18 atoms, in Å:
C (-0.47624, 0.90819, 1.35045)
C (0.52543, -0.16549, 0.77239)
C (1.05576, 0.69988, -0.48545)
C (-0.32928, -1.38139, 0.26136)
H (0.03331, 1.77621, 2.05068)
H (-1.07572, 1.37983, 0.29708)
H (-1.66734, 0.36655, 1.85285)
H (1.54843, 1.49750, 0.07180)
H (1.95481, 0.30090, -1.30090)
H (0.29134, 2.34990, -1.48931)
H (0.33474, 0.59570, -2.60336)
H (-1.91166, -1.85990, -0.78836)
H (-1.42386, -0.37804, -1.15155)
H (0.64198, -2.81103, 0.95966)
N (0.18901, 1.23504, -1.44226)
N (-1.35438, -1.12189, -0.47527)
N (-0.10488, -2.71586, 0.34920)
Cl (1.76855, -0.67611, 1.77097)

Force components x, y, z for each atom (eV/Å):
C -4.2 0.7 -0.1
C -4.0 1.0 -3.0
C 5.1 -1.4 -1.2
C 3.4 -4.6 0.9
H -1.5 -2.4 -1.9
H 2.1 -1.0 3.3
H 4.3 1.6 -1.0
H 0.2 0.2 -0.2
H -1.8 -0.1 3.5
H -0.3 -3.6 -0.6
H -0.6 3.3 4.7
H -0.5 -1.7 -0.1
H 0.4 0.7 0.6
H 1.9 -0.7 1.6
N -1.7 1.1 -5.0
N -3.4 3.1 -2.5
N -1.2 4.2 -0.3
Cl 1.6 -0.3 1.2

Mulliken population analysis, charges in e, atoms 1 to 4: number 1, C, carries -1.042; number 2, C, carries 1.080; number 3, C, carries -0.885; number 4, C, carries -0.012

[5]
DFT (the ωB97M-V functional and the def2-TZVPD basis) results for a single C3H8N2O molecule at a distorted geometry.

Properties
E_HOMO: -0.351 Ha
total energy: -8268.175 eV
molar mass: 88.110 g mol⁻¹
charge: 0
lowest unoccupied orbital energy: 0.9 eV
HOMO-LUMO gap: 10.463 eV
relative energy (zero: lowest compared OMol25 entry of this formula, charge and spin): 1.151 eV
maximum force: 2.05 eV/A

Positions of all 14 atoms, in Å:
C (-0.42264, -2.00012, 1.24082)
C (0.38783, -0.87370, 0.63241)
O (1.60408, -0.90808, 0.61215)
N (-0.34051, 0.03560, -0.15763)
C (0.49908, 1.17101, -0.66805)
N (-0.50832, 2.00990, -1.39442)
H (-0.80848, -1.72580, 2.25856)
H (0.35023, -2.76033, 1.38227)
H (-1.22971, -2.21486, 0.57243)
H (-1.09655, 0.38838, 0.42101)
H (1.37703, 0.76492, -1.27792)
H (0.76516, 1.61796, 0.28516)
H (-0.47485, 1.57041, -2.31589)
H (-0.10235, 2.92472, -1.59091)

Force components x, y, z for each atom (eV/Å):
C 0.9 1.1 1.5
C 0.1 -0.4 -1.4
O -0.3 0.3 0.3
N 1.4 -0.4 0.7
C -1.5 -0.7 0.4
N 1.8 -0.6 -0.5
H 0.2 -0.2 -0.9
H -0.7 -0.4 -0.1
H -0.4 -0.6 -0.2
H -0.4 0.1 -0.6
H -1.3 0.7 1.0
H 1.0 0.9 -0.5
H -0.7 0.2 0.0
H 0.0 0.0 0.3

Mulliken population analysis, charges in e, atoms 1 to 4: number 1, C, carries -1.026; number 2, C, carries 0.638; number 3, O, carries -0.573; number 4, N, carries -0.336